No. 1
{
  "formula": "C14H29F3N3O2",
  "method": "ωB97M-V/def2-TZVPD",
  "elements": ["F", "C", "F", "C", "F", "C", "C", "C", "C", "N", "C", "C", "N", "H", "H", "H", "H", "H", "H", "H", "H", "H", "H", "H", "H", "H", "H", "C", "O", "C", "C", "N", "C", "C", "O", "C", "H", "H", "H", "H", "H", "H", "H", "H", "H", "H", "H", "H", "H", "H", "H"],
  "xyz": [[5.923711, 1.737942, -1.815376], [5.555767, 1.056432, -3.107283], [6.128325, 1.491090, -4.425420], [4.540580, -0.072324, -3.104230], [5.044079, -1.454820, -2.922375], [2.980771, 0.372730, -3.356432], [1.859525, -0.707029, -2.842617], [0.340667, -0.019361, -2.708425], [0.202888, 0.972020, -1.399399], [0.622817, 2.403928, -1.643790], [-0.083799, 2.975496, -2.852883], [0.140950, 2.052490, -4.188740], [-0.152366, 0.579928, -4.008292], [2.818095, 1.406065, -2.784036], [2.738845, 0.595826, -4.501848], [1.746696, -1.522484, -3.707150], [2.164668, -1.316374, -1.880938], [-0.377722, -0.946068, -2.483693], [-0.922334, 0.881871, -1.037840], [0.883816, 0.525532, -0.526638], [0.450144, 3.009929, -0.787064], [-1.232696, 3.154671, -2.721074], [0.426206, 4.030264, -3.074568], [1.254469, 2.223089, -4.565124], [-0.568929, 2.455742, -5.059614], [0.298302, 0.010771, -4.786586], [-1.198776, 0.440282, -4.100339], [-2.576474, 0.980357, 5.079334], [-1.632374, -0.065136, 5.275976], [-2.243642, -1.346104, 5.477642], [-1.988404, -2.264469, 4.270741], [-2.742767, -1.820607, 3.095215], [-2.340499, -2.481861, 1.847591], [-0.892151, -2.264592, 1.363195], [-0.612973, -0.926870, 0.942077], [-0.270546, -0.038695, 1.996524], [-2.040382, 1.933131, 5.116276], [-3.050891, 0.895795, 4.098967], [-3.337950, 0.980817, 5.866079], [-3.313983, -1.265304, 5.704636], [-1.754923, -1.787002, 6.353784], [-2.288105, -3.286665, 4.525709], [-0.912225, -2.259129, 4.074563], [-2.612969, -0.817581, 2.977990], [-3.015490, -2.109338, 1.067812], [-2.531461, -3.557086, 1.940554], [-0.753068, -2.887980, 0.468518], [-0.146361, -2.610628, 2.082289], [0.265377, -0.536377, 2.808000], [-1.168583, 0.454715, 2.372316], [0.376145, 0.742970, 1.585983]],
  "forces_ev_per_a": [[0.29, -2.53, -4.92], [-0.53, -1.42, 0.35], [-2.50, 0.12, 5.00], [1.62, 1.53, -1.16], [-1.99, 3.85, 1.06], [0.00, 0.10, -0.39], [-0.33, -0.42, -1.55], [0.97, -2.06, 3.00], [-0.56, -0.50, 0.73], [-1.19, -0.47, -0.69], [0.09, 0.64, -0.40], [0.80, 2.90, -1.03], [-0.17, -0.43, -0.56], [0.46, -2.42, -1.10], [0.76, -0.58, 2.15], [0.33, 1.57, 1.87], [-0.82, 1.63, -1.80], [1.56, 2.10, -0.48], [2.15, 0.19, -0.65], [-1.61, 0.82, -2.16], [0.19, -1.19, -1.57], [1.90, -0.42, -0.09], [-1.26, -2.35, 0.26], [-2.42, -0.77, 0.92], [1.55, -0.95, 2.00], [-0.73, 0.94, 0.96], [1.45, 0.14, 0.27], [0.38, 0.01, 0.10], [-0.59, -0.02, -0.04], [0.56, -0.38, -0.18], [-0.38, 0.56, 0.18], [0.33, -0.02, -0.13], [0.02, 0.44, 0.12], [-0.42, -0.34, -0.45], [0.16, -0.29, 0.20], [-0.13, 0.22, -0.26], [0.01, -0.19, 0.03], [-0.25, 0.04, -0.01], [0.00, 0.00, -0.12], [0.13, 0.11, -0.20], [-0.07, 0.01, -0.10], [0.01, 0.07, -0.04], [0.15, -0.10, 0.21], [-0.09, -0.29, 0.11], [0.13, -0.10, 0.00], [0.12, 0.07, 0.03], [-0.05, 0.13, 0.12], [0.00, 0.16, 0.16], [-0.12, -0.01, -0.01], [0.11, 0.02, 0.27], [0.01, -0.09, 0.02]],
  "nbo_charge": [-0.31, 0.71, -0.30, 0.23, -0.32, -0.50, -0.42, -0.07, -0.26, -0.66, -0.25, -0.27, -0.55, 0.26, 0.21, 0.22, 0.28, 0.26, 0.21, 0.26, 0.40, 0.20, 0.25, 0.25, 0.25, 0.45, 0.45, -0.25, -0.56, -0.07, -0.24, -0.62, -0.25, -0.09, -0.57, -0.25, 0.19, 0.15, 0.18, 0.18, 0.19, 0.20, 0.16, 0.35, 0.20, 0.20, 0.18, 0.18, 0.19, 0.17, 0.17],
  "charge": 1,
  "orbital_gap_ev": 6.3,
  "lumo_ev": -4.6
}


No. 2
{
  "formula": "C14H29FN2O5PS2",
  "method": "ωB97M-V/def2-TZVPD",
  "elements": ["C", "C", "S", "C", "P", "C", "F", "C", "C", "O", "N", "C", "S", "O", "C", "N", "H", "H", "H", "H", "H", "H", "H", "H", "H", "H", "H", "H", "H", "H", "H", "C", "O", "C", "C", "O", "C", "C", "O", "C", "H", "H", "H", "H", "H", "H", "H", "H", "H", "H", "H", "H", "H", "H"],
  "xyz": [[6.132039, 0.472685, 1.253498], [5.060912, 0.535795, 0.170521], [3.761143, 1.758648, 0.525685], [2.280979, 0.700159, 0.888802], [1.619421, 0.697360, 2.715139], [0.764069, 0.825517, 4.381590], [0.283107, -0.212118, 2.160861], [2.530423, -0.929728, 3.079755], [1.967479, -2.164618, 2.373049], [2.947642, -3.231150, 2.495873], [0.747335, 2.340706, 2.273790], [-0.353810, 2.267025, 1.840522], [-1.895904, 2.310780, 1.410627], [3.004774, 1.701335, 3.266095], [3.444306, 1.438133, 4.407508], [3.978199, 1.100534, 5.390561], [5.690377, 0.208695, 2.208369], [6.858190, -0.306497, 1.019533], [6.677751, 1.407225, 1.312812], [5.511119, 0.753968, -0.793169], [4.595563, -0.444512, 0.092276], [1.547152, 1.102060, 0.206415], [2.610843, -0.283009, 0.576678], [0.782006, 1.827303, 4.798098], [-0.286742, 0.620613, 4.197402], [1.090801, 0.101542, 5.119351], [2.580032, -1.199351, 4.133096], [3.557589, -0.817764, 2.722973], [1.077955, -2.516014, 2.882363], [1.819940, -2.004935, 1.314966], [3.531282, -2.962001, 3.203859], [-0.827875, 0.609318, -2.157999], [-1.900521, -0.255709, -2.480716], [-2.670531, -0.605138, -1.338874], [-4.117982, -0.837386, -1.713346], [-4.854890, 0.355314, -1.961547], [-4.597004, 1.046893, -3.172405], [-5.117067, 0.350889, -4.412969], [-4.269137, -0.720089, -4.794060], [-4.946378, -1.721030, -5.513038], [-0.095376, 0.103589, -1.519751], [-0.346182, 0.900902, -3.091015], [-1.190475, 1.512068, -1.656298], [-2.610146, 0.179835, -0.580381], [-2.253553, -1.532210, -0.923331], [-4.608041, -1.296548, -0.851546], [-4.208966, -1.538835, -2.544589], [-3.538660, 1.293298, -3.269281], [-5.139556, 1.990820, -3.076872], [-5.149574, 1.068528, -5.244865], [-6.132418, -0.016191, -4.219130], [-5.802436, -2.102612, -4.943608], [-4.249822, -2.541155, -5.678986], [-5.289383, -1.342932, -6.484285]],
  "forces_ev_per_a": [[0.01, -0.29, -0.34], [0.00, -0.21, 0.47], [-0.25, -0.17, -0.27], [1.03, 1.08, 0.55], [-0.40, -1.76, -0.17], [-0.56, 0.24, -0.25], [0.30, 0.39, -0.31], [-0.10, -0.12, -0.54], [1.07, -0.18, 0.80], [-0.27, 0.00, -0.39], [-0.11, -0.37, -0.43], [-0.42, 0.86, 0.42], [0.02, -0.06, -0.24], [-0.49, 0.36, -0.21], [1.53, -0.84, 1.21], [-0.62, 0.55, -0.51], [-0.03, 0.24, 0.24], [0.11, -0.10, -0.12], [-0.02, 0.23, 0.26], [-0.02, 0.15, -0.16], [-0.14, -0.06, -0.13], [-0.50, -0.25, 0.07], [-0.36, -0.25, 0.07], [0.36, 0.15, 0.07], [-0.13, -0.06, -0.15], [0.35, -0.02, 0.02], [0.04, 0.35, 0.22], [0.15, 0.13, 0.02], [-0.44, 0.15, -0.28], [-0.34, -0.07, -0.15], [0.22, -0.06, 0.20], [-0.02, -0.08, -0.10], [-0.12, 0.26, -0.06], [0.13, -0.16, -0.24], [0.00, -0.03, 0.14], [-0.08, -0.06, -0.10], [-0.01, 0.11, 0.11], [0.27, -0.02, -0.12], [-0.08, -0.17, 0.19], [0.12, 0.13, -0.01], [0.02, 0.10, 0.07], [0.00, -0.09, -0.02], [0.07, -0.04, 0.12], [-0.01, 0.01, 0.05], [-0.10, 0.03, 0.20], [-0.01, 0.07, 0.03], [0.15, 0.06, -0.11], [0.05, -0.16, -0.12], [-0.04, -0.03, 0.02], [-0.17, 0.09, 0.07], [-0.01, 0.01, 0.01], [-0.06, 0.01, -0.07], [0.04, 0.04, -0.02], [-0.10, -0.07, 0.00]],
  "nbo_charge": [-0.61, -0.52, 0.17, -0.79, 1.86, -0.95, -0.64, -0.80, -0.05, -0.75, -0.68, 0.24, -0.18, -0.72, 0.59, -0.54, 0.22, 0.19, 0.20, 0.20, 0.21, 0.23, 0.21, 0.23, 0.24, 0.22, 0.22, 0.21, 0.17, 0.17, 0.46, -0.25, -0.56, -0.10, -0.08, -0.54, -0.09, -0.09, -0.54, -0.25, 0.17, 0.18, 0.18, 0.20, 0.17, 0.18, 0.18, 0.20, 0.18, 0.17, 0.17, 0.16, 0.19, 0.16],
  "charge": -1,
  "orbital_gap_ev": 7.8,
  "lumo_ev": 2.5
}